Entry 1:
{"formula": "C6H7BrClN3O", "method": "wB97M-V/def2-TZVPD", "orbital_gap_ev": 8.746, "smiles": "CN(C#CO[C@@](N)(Br)C#N)CCl", "e_lumo_ev": -0.05, "species": ["C", "N", "C", "C", "O", "C", "N", "Br", "C", "N", "C", "Cl", "H", "H", "H", "H", "H", "H", "H"], "xyz": [[-2.144, -0.395, 0.543], [-1.143, 0.608, 0.415], [-0.059, 0.406, -0.258], [0.880, 0.241, -1.006], [2.074, 0.076, -1.534], [3.127, -0.338, -0.634], [4.200, -0.639, -1.600], [3.512, 1.193, 0.745], [2.869, -1.415, 0.276], [2.725, -2.374, 0.890], [-1.679, 1.834, 0.774], [-2.551, 2.598, -0.689], [-3.147, -0.178, 0.074], [-1.722, -1.174, -0.129], [-2.268, -0.868, 1.470], [4.270, 0.026, -2.323], [5.006, -0.888, -1.109], [-2.526, 1.648, 1.414], [-1.117, 2.566, 1.308]]}


Entry 2:
{"formula": "C6H7BrN2", "method": "wB97M-V/def2-TZVPD", "orbital_gap_ev": 9.515, "smiles": "C=C(C)n1ccnc1Br", "e_lumo_ev": 0.76, "species": ["C", "C", "C", "N", "C", "C", "N", "C", "Br", "H", "H", "H", "H", "H", "H", "H"], "xyz": [[-1.380, -1.214, -0.739], [-0.567, -0.349, -0.145], [0.086, -0.601, 1.280], [-0.287, 0.897, -0.719], [0.996, 1.389, -0.808], [0.876, 2.605, -1.422], [-0.414, 2.818, -1.755], [-1.098, 1.773, -1.370], [-2.923, 1.669, -1.573], [-2.007, -1.135, -1.686], [-1.573, -2.219, -0.196], [1.044, -0.329, 1.376], [-0.398, -0.016, 2.094], [0.064, -1.702, 1.723], [1.854, 1.083, -0.289], [1.723, 3.261, -1.580]]}


Entry 3:
{"formula": "C6H7BrN2S", "method": "wB97M-V/def2-TZVPD", "orbital_gap_ev": [7.187, 7.282], "e_lumo_ev": [-0.97, -0.81], "species": ["C", "C", "C", "C", "C", "C", "N", "N", "S", "Br", "H", "H", "H", "H", "H", "H", "H"], "xyz": [[-1.632, -1.704, -1.397], [-0.325, -1.484, -1.703], [-2.129, -1.360, -0.144], [0.536, -0.847, -0.757], [-1.351, -0.798, 0.826], [0.000, -0.500, 0.474], [1.611, 3.044, 1.257], [1.571, 1.988, 0.428], [0.969, 0.235, 1.710], [3.271, 1.539, -0.211], [-2.292, -2.228, -2.041], [0.031, -1.806, -2.656], [-3.195, -1.448, -0.059], [1.523, -0.508, -0.957], [-1.599, -0.192, 1.680], [0.669, 3.060, 1.653], [2.342, 3.012, 1.898]]}


Entry 4:
{"formula": "C6H7BrN4", "method": "wB97M-V/def2-TZVPD", "orbital_gap_ev": [7.710, 8.391], "smiles": "Cc1nnc2n1N=C(Br)CC2", "e_lumo_ev": [-0.80, -0.55], "species": ["C", "C", "N", "N", "C", "N", "N", "C", "Br", "C", "C", "H", "H", "H", "H", "H", "H", "H"], "xyz": [[-2.256, -0.988, 1.810], [-1.274, 0.038, 1.353], [-1.487, 1.323, 1.443], [-0.591, 2.004, 0.660], [0.181, 1.132, 0.101], [-0.190, -0.144, 0.523], [0.231, -1.368, 0.227], [1.367, -1.229, -1.090], [2.149, -2.764, -1.658], [1.360, 0.041, -1.724], [1.369, 1.340, -0.836], [-2.734, -1.225, 0.951], [-1.592, -1.818, 2.135], [-2.700, -0.341, 2.590], [2.160, 0.307, -2.425], [0.426, 0.077, -2.382], [1.235, 2.116, -1.459], [2.346, 1.499, -0.218]]}


Entry 5:
{"formula": "C6H7BrN4O", "method": "wB97M-V/def2-TZVPD", "orbital_gap_ev": 8.920, "smiles": "CC1=Nc2ncnn2C[C@@]1(O)Br", "e_lumo_ev": -0.44, "species": ["C", "C", "N", "C", "N", "C", "N", "N", "C", "C", "O", "Br", "H", "H", "H", "H", "H", "H", "H"], "xyz": [[-1.965, 1.039, 1.534], [-0.787, 0.490, 0.824], [0.378, 0.603, 1.323], [1.438, 0.087, 0.650], [2.677, -0.085, 1.063], [3.301, -0.575, -0.019], [2.535, -0.713, -1.081], [1.342, -0.306, -0.651], [0.145, -0.196, -1.423], [-1.048, -0.261, -0.467], [-2.233, 0.093, -1.030], [-1.178, -2.238, 0.166], [-2.632, 0.224, 1.817], [-2.521, 1.698, 0.871], [-1.637, 1.572, 2.420], [4.339, -0.833, -0.024], [0.118, -0.992, -2.174], [0.116, 0.776, -1.942], [-2.387, -0.383, -1.858]]}


Entry 6:
{"formula": "C6H7CaF6MnN2O11S2", "method": "wB97M-V/def2-TZVPD", "orbital_gap_ev": [9.524, 9.045], "spin_multiplicity": 6, "e_lumo_ev": [-4.39, -4.96], "s_squared": 8.7535, "total_charge": 1, "species": ["Ca", "Mn", "C", "F", "F", "F", "S", "O", "O", "N", "S", "O", "O", "C", "F", "F", "F", "O", "H", "N", "O", "O", "O", "C", "C", "C", "O", "C", "O", "O", "H", "H", "H", "H", "H", "H"], "xyz": [[-1.880, 1.118, 1.567], [1.742, 2.532, 1.787], [-0.557, -2.602, 0.966], [-1.005, -3.591, 0.229], [0.448, -3.013, 1.717], [-0.155, -1.587, 0.161], [-1.843, -1.904, 2.126], [-2.446, -2.938, 2.858], [-1.059, -0.973, 2.943], [-2.775, -0.889, 1.177], [-3.888, -1.644, 0.248], [-4.041, -0.897, -0.960], [-3.684, -3.053, 0.211], [-5.421, -1.382, 1.222], [-5.360, -2.114, 2.327], [-5.496, -0.084, 1.574], [-6.476, -1.713, 0.514], [0.354, 1.223, 2.038], [0.610, 0.318, 2.254], [-0.659, 4.250, 1.717], [0.342, 3.996, 2.500], [-1.627, 3.431, 1.701], [-0.660, 5.220, 1.020], [4.609, -0.339, -3.399], [3.932, 0.743, -2.606], [2.416, 0.803, -2.790], [1.941, 1.068, -1.464], [2.943, 0.964, -0.628], [2.828, 1.151, 0.577], [4.034, 0.513, -1.183], [5.694, -0.325, -3.326], [4.397, -0.178, -4.460], [4.213, -1.316, -3.115], [4.384, 1.701, -2.872], [1.999, -0.118, -3.191], [2.143, 1.629, -3.440]]}